Record 1
73
Properties=species:S:1:pos:R:3 method="wB97M-V/def2-TZVPD" e_tot_ha=-3071.263677 e_homo_ev="-3.8685 / -6.1066" multiplicity=2 max_force_ev_per_a=3.8 e_above_lowest_kcal_mol=11.5 charge=0
Hg -2.385 0.634 1.006
C -4.220 0.172 5.954
S -2.840 1.309 5.775
C -2.659 1.642 4.052
S -3.793 1.095 2.863
N -1.674 2.467 3.746
N -1.497 2.740 2.464
C -0.658 3.691 2.066
C -0.424 3.869 0.692
C 0.214 5.112 0.198
C 0.280 5.293 -1.185
C -0.324 4.346 -2.025
C -0.864 3.183 -1.457
N -0.864 2.930 -0.170
H -3.932 -0.757 6.479
H -4.738 0.053 5.006
H -4.950 0.675 6.644
H -0.123 4.287 2.788
H 0.572 5.824 0.923
H 0.850 6.079 -1.684
H -0.378 4.509 -3.124
H -1.333 2.413 -2.079
C 1.980 0.100 -3.513
C 0.698 -0.641 -3.835
C 0.188 -0.200 -5.185
O -0.379 -0.276 -2.810
P -0.959 -1.034 -1.593
O -1.959 -0.069 -0.945
C 0.225 -1.721 -0.352
P 0.996 -0.708 0.895
O -0.062 0.170 1.550
O 2.032 0.234 0.145
C 3.427 0.604 0.571
C 4.347 0.351 -0.639
C 3.405 2.081 0.886
O 1.850 -1.700 1.794
C 1.336 -2.557 2.921
C 2.482 -3.564 3.205
C 0.837 -1.787 4.100
O -1.523 -2.432 -1.967
C -2.620 -2.651 -2.958
C -2.185 -3.874 -3.718
C -3.897 -2.745 -2.118
H 2.820 -0.319 -4.052
H 2.233 0.048 -2.457
H 1.902 1.151 -3.862
H 0.811 -1.754 -3.832
H -0.045 0.870 -5.242
H -0.714 -0.781 -5.476
H 0.951 -0.412 -5.910
H 1.050 -2.150 -0.973
H -0.292 -2.520 0.145
H 3.721 0.037 1.460
H 4.089 1.127 -1.345
H 4.189 -0.646 -1.060
H 5.393 0.507 -0.345
H 3.133 2.628 0.016
H 4.386 2.434 1.251
H 2.604 2.283 1.657
H 0.515 -3.075 2.431
H 3.311 -2.966 3.665
H 2.793 -4.038 2.256
H 2.143 -4.276 3.976
H 1.589 -1.128 4.454
H 0.460 -2.401 4.928
H 0.032 -1.067 3.922
H -2.629 -1.743 -3.582
H -2.368 -4.792 -3.102
H -1.137 -3.842 -4.005
H -2.815 -4.054 -4.622
H -3.724 -3.465 -1.320
H -4.772 -2.990 -2.740
H -4.109 -1.812 -1.603

---

Record 2
63
Properties=species:S:1:pos:R:3 method="wB97M-V/def2-TZVPD" e_tot_ha=-1082.691278 e_homo_ev=-3.7805 max_force_ev_per_a=3.4 e_above_lowest_kcal_mol=227.7 charge=0
C -0.239 -1.743 -2.470
C -0.688 -3.003 -1.583
C 0.469 -3.450 -0.602
C 0.583 -2.368 0.581
C -0.502 -2.581 1.724
C 2.049 -2.240 1.088
C 2.734 -0.945 0.869
C 4.148 -0.732 1.275
C 4.843 -1.866 1.937
C 4.101 -3.114 2.134
O 4.807 -4.143 2.787
N 2.769 -3.290 1.706
C 2.163 -4.616 1.948
C 2.846 -5.811 1.172
H -0.187 -1.983 -3.565
H -1.053 -0.944 -2.362
H 0.702 -1.261 -2.074
H -0.995 -3.802 -2.313
H -1.568 -2.660 -0.956
H 0.359 -4.495 -0.204
H 1.442 -3.400 -1.186
H 0.324 -1.383 0.083
H -1.436 -2.007 1.495
H -0.797 -3.679 1.685
H -0.108 -2.414 2.766
H 2.186 -0.098 0.386
H 4.595 0.265 1.050
H 5.913 -1.775 2.266
H 4.609 -4.018 3.738
H 2.294 -4.833 3.054
H 1.064 -4.668 1.754
H 2.418 -5.981 0.138
H 2.636 -6.748 1.773
H 3.960 -5.725 1.076
C -0.622 4.234 -2.551
C -0.714 3.532 -1.182
C -0.874 4.589 -0.071
C -2.230 5.287 -0.027
C -3.373 4.429 -0.571
C -3.112 2.910 -0.542
N -1.882 2.640 -1.285
O -1.569 1.312 -1.343
C -4.291 2.255 -1.282
C -3.123 2.409 0.913
C 0.639 2.848 -0.925
H -0.471 3.507 -3.353
H 0.217 4.939 -2.583
H -1.530 4.795 -2.784
H -0.701 4.117 0.902
H -0.089 5.350 -0.160
H -2.443 5.578 1.007
H -2.186 6.222 -0.594
H -4.292 4.671 -0.027
H -3.565 4.735 -1.605
H -4.298 2.544 -2.337
H -5.246 2.568 -0.848
H -4.251 1.165 -1.231
H -4.080 2.643 1.391
H -2.339 2.861 1.526
H -2.998 1.325 0.966
H 1.446 3.588 -0.919
H 0.885 2.120 -1.701
H 0.652 2.340 0.044

---

Record 3
65
Properties=species:S:1:pos:R:3 method="wB97M-V/def2-TZVPD" e_tot_ha=-1232.693795 e_homo_ev=-7.7096 smiles="C=C[C@@H](CN(C=C)CC)O[C@H](CCCCOC(C)=O)CCN(CC)C(C)=O" max_force_ev_per_a=9.1 e_above_lowest_kcal_mol=307.4 charge=0
C -2.508 0.756 3.413
C -1.905 0.592 2.059
C -1.678 -0.887 1.312
C -3.035 -1.093 0.360
N -3.276 0.272 -0.286
C -2.821 0.279 -1.728
C -1.863 1.230 -2.355
C -4.707 0.734 -0.123
C -5.331 1.406 -1.521
O -0.523 -0.804 0.404
C 0.385 -1.952 0.543
C 1.682 -1.709 1.512
C 1.865 -0.180 2.069
C 2.553 -0.325 3.587
C 2.333 1.056 4.485
O 3.650 1.531 4.936
C 3.745 2.959 4.523
C 4.691 3.387 3.228
O 3.025 3.880 5.223
C 0.978 -2.470 -0.933
C 1.615 -1.260 -1.838
N 1.422 -1.428 -3.335
C -0.046 -1.441 -3.729
C -0.324 -2.831 -4.579
C 2.034 -0.287 -4.119
C 2.135 1.283 -3.622
O 2.508 -0.568 -5.364
H -1.830 0.432 4.337
H -3.616 1.142 3.548
H -1.535 1.595 1.528
H -1.594 -1.712 2.144
H -2.793 -1.857 -0.511
H -3.965 -1.477 0.992
H -3.317 -0.538 -2.442
H -0.716 1.019 -2.561
H -2.245 2.313 -2.677
H -4.752 1.562 0.730
H -5.466 -0.138 0.150
H -4.699 2.336 -1.878
H -5.518 0.607 -2.363
H -6.410 1.825 -1.234
H -0.191 -2.905 0.975
H 2.658 -1.948 0.869
H 1.690 -2.511 2.385
H 0.873 0.417 2.238
H 2.675 0.428 1.439
H 1.887 -1.152 4.133
H 3.669 -0.674 3.553
H 1.816 1.891 3.847
H 1.696 0.858 5.474
H 4.061 3.417 2.220
H 5.137 4.443 3.480
H 5.592 2.627 3.180
H 1.848 -3.238 -0.693
H 0.137 -3.091 -1.473
H 2.793 -1.281 -1.651
H 1.237 -0.229 -1.435
H -0.243 -0.502 -4.416
H -0.779 -1.311 -2.798
H -1.434 -3.212 -4.526
H 0.383 -3.726 -4.255
H -0.081 -2.626 -5.726
H 1.691 1.932 -4.520
H 3.269 1.616 -3.498
H 1.469 1.539 -2.690

---

Record 4
72
Properties=species:S:1:pos:R:3 method="wB97M-V/def2-TZVPD" e_tot_ha=-12908.872971 e_homo_ev="-1.2628 / -1.1475" multiplicity=4 max_force_ev_per_a=0.5 e_above_lowest_kcal_mol=55.7 charge=-2
Co -0.472 0.397 2.093
Se -1.148 0.218 4.462
Se -1.410 2.211 5.491
Te 3.129 0.779 3.626
Se 1.241 1.968 2.646
N -2.326 -0.468 1.692
C -2.609 -1.845 1.281
C -2.176 -2.880 2.314
N -0.767 -2.770 2.643
H -2.851 -0.266 2.539
H -2.665 0.207 0.999
H -2.091 -2.037 0.346
H -3.685 -1.967 1.100
H -2.439 -3.867 1.898
H -2.793 -2.753 3.215
H -0.229 -2.285 1.918
H -0.334 -3.647 2.887
Br -5.546 3.852 -0.069
C -3.996 4.782 0.547
C -4.137 6.162 0.643
C -3.083 6.933 1.099
C -1.896 6.318 1.474
C -1.777 4.944 1.386
C -2.815 4.140 0.907
C -2.532 2.634 0.825
O -3.265 1.928 0.105
O -1.538 2.264 1.488
H -5.078 6.617 0.363
H -3.197 8.008 1.172
H -1.067 6.905 1.851
H -0.878 4.431 1.704
C 3.847 -1.219 0.362
C 2.713 -2.062 -0.235
C 3.299 -2.912 -1.367
C 2.264 -2.988 0.906
P 1.205 -0.966 -0.651
N 0.407 -0.609 0.597
C 0.123 -2.046 -1.830
C 0.590 -2.319 -3.264
C -0.062 -3.402 -1.128
C -1.272 -1.386 -1.909
C 1.801 0.493 -1.740
C 2.398 1.579 -0.829
C 0.564 1.130 -2.385
C 2.798 0.177 -2.863
H 4.560 -1.897 0.845
H 3.477 -0.540 1.130
H 4.397 -0.654 -0.387
H 4.196 -3.419 -0.990
H 3.599 -2.316 -2.231
H 2.613 -3.687 -1.710
H 3.125 -3.584 1.230
H 1.467 -3.673 0.612
H 1.915 -2.390 1.750
H 1.577 -2.778 -3.321
H 0.598 -1.410 -3.867
H -0.122 -3.009 -3.736
H 0.841 -4.015 -1.164
H -0.857 -3.961 -1.633
H -0.341 -3.270 -0.081
H -1.353 -0.695 -2.745
H -1.497 -0.835 -0.996
H -2.035 -2.158 -2.057
H 1.841 1.657 0.104
H 2.340 2.547 -1.339
H 3.441 1.402 -0.584
H -0.226 1.301 -1.651
H 0.168 0.529 -3.203
H 0.853 2.099 -2.805
H 3.764 -0.150 -2.483
H 2.974 1.097 -3.434
H 2.437 -0.576 -3.564